i.
DFT (ωB97M-V/def2-TZVPD) results for a molecular structure, C5H8S3.

```
16
Properties=species:S:1:pos:R:3:lowdin_charge:R:1
C -0.566 0.872 0.325 -0.77
C -1.381 0.685 -0.993 -0.38
C 0.664 -0.754 -0.965 -0.65
C 1.523 -1.198 0.215 -0.59
C 0.168 -0.410 0.410 -0.45
H -1.502 -0.449 2.196 0.10
H 0.031 1.716 -0.012 0.10
H -2.444 0.466 -0.788 0.05
H -1.211 1.565 -1.595 0.07
H 1.138 0.264 -1.339 0.13
H 1.242 -2.132 0.675 0.09
H 2.464 0.719 0.680 -0.13
H -0.648 -1.175 0.689 0.11
S -1.742 1.236 1.654 0.67
S -0.747 -0.919 -1.943 0.85
S 3.012 -0.486 0.789 0.79
```

Results
**M**: 164.32 g/mol
**Gap between HOMO and LUMO**: 8.18 eV
**Highest occupied orbital energy**: -8.52 eV



ii.
DFT (ωB97M-V/def2-TZVPD) results for C5H8S3 in the gas phase.

```
16
Properties=species:S:1:pos:R:3:lowdin_charge:R:1
C 3.037 0.057 -0.958 -0.22
C 1.710 -0.303 -0.250 -1.08
S 1.265 -1.336 0.982 0.67
S 0.703 1.084 -0.664 0.88
C -1.010 0.962 0.218 -0.67
C -0.977 1.517 1.669 -0.13
C -1.487 -0.525 0.099 -0.80
S -2.750 -0.740 -0.781 0.74
H 3.302 1.022 -0.316 0.11
H 2.934 0.271 -2.009 0.04
H 3.873 -0.841 -0.729 0.14
H -1.486 1.731 -0.525 0.10
H -0.613 0.558 2.278 0.10
H -2.083 1.846 1.657 0.10
H -0.313 2.363 1.893 0.06
H -0.750 -1.334 0.484 -0.04
```

Results
**M**: 164.32 g/mol
**SMILES**: CC(=S)S[C@H](C)C=S
**Gap between HOMO and LUMO**: 7.61 eV
**Highest occupied orbital energy**: -8.19 eV



Going by the computed energies, the most stable comes first: ii, i.



i.
DFT (ωB97M-V/def2-TZVPD) results for a molecular structure, C4H9N2.

```
15
Properties=species:S:1:pos:R:3:lowdin_charge:R:1
C -0.374 -0.800 0.546 0.02
C 0.296 0.647 -0.633 0.00
C -2.347 0.564 -0.167 -0.03
C 2.249 -0.555 0.344 -0.04
N -1.014 0.206 0.003 -0.09
N 0.885 -0.464 0.084 -0.12
H -0.860 -1.757 1.528 0.30
H 0.462 0.320 -1.693 0.17
H 0.785 1.597 -0.352 0.16
H -2.579 1.648 -0.190 0.12
H -2.651 0.266 -1.214 0.12
H -2.987 0.010 0.474 0.09
H 2.653 -1.509 0.456 0.09
H 2.625 -0.056 1.220 0.10
H 2.859 -0.116 -0.406 0.10
```

Results
**M**: 85.13 g/mol
**Gap between HOMO and LUMO**: 10.36 eV
**Net charge**: +1
**Highest occupied orbital energy**: -14.28 eV



ii.
DFT (ωB97M-V/def2-TZVPD) results for a molecular structure, C4H9N2.

```
15
Properties=species:S:1:pos:R:3:lowdin_charge:R:1
C -2.033 0.285 0.365 0.01
C -1.128 -0.852 0.010 -0.13
C 0.446 1.084 -0.647 -0.16
C 1.487 0.761 0.470 0.08
N -0.454 0.410 0.312 -0.16
N 1.983 -0.572 0.268 0.09
H -2.543 0.408 1.360 0.13
H -2.528 1.010 -0.347 0.14
H -1.020 -1.690 0.646 0.11
H -1.180 -0.829 -1.117 0.14
H 0.028 2.109 -0.638 0.14
H 0.361 0.561 -1.512 0.07
H 1.996 -1.074 -0.636 0.17
H 1.582 -1.143 1.088 0.21
H 3.002 -0.467 0.379 0.17
```

Results
**M**: 85.13 g/mol
**Gap between HOMO and LUMO**: 9.51 eV
**Net charge**: +1
**Highest occupied orbital energy**: -13.94 eV



Going by the computed energies, the most stable comes first: i, ii.



i.
DFT (ωB97M-V/def2-TZVPD) results for 2 unconnected molecules or ions with the total composition C4H9N2.

```
15
Properties=species:S:1:pos:R:3:lowdin_charge:R:1
C 0.145 0.374 -0.565 0.01
C -1.205 -1.109 2.249 -0.03
C -1.013 -1.726 1.067 -0.10
C 1.729 1.685 -1.890 -0.08
N 1.316 0.590 -1.000 -0.16
N -2.205 -1.339 1.108 0.19
H -0.715 0.979 -0.715 0.03
H -1.056 -1.698 3.224 0.16
H -0.929 -0.089 2.360 0.10
H -0.560 -2.523 0.501 0.15
H 0.775 2.063 -2.288 0.08
H 2.520 1.332 -2.598 0.10
H 2.251 2.654 -1.424 0.13
H -3.118 -0.996 0.715 0.22
H 2.065 -0.197 -0.746 0.19
```

Results
**M**: 85.13 g/mol
**Gap between HOMO and LUMO**: 7.81 eV
**Net charge**: +1
**Highest occupied orbital energy**: -12.09 eV



ii.
DFT (ωB97M-V/def2-TZVPD) results for a gas-phase ion, C4H9N2 (charge +1).

```
15
Properties=species:S:1:pos:R:3:lowdin_charge:R:1
C -1.391 1.591 -1.794 0.00
N -0.419 1.014 -1.201 -0.07
C -0.631 0.343 0.109 -0.14
C 0.584 -0.513 0.431 -0.29
C 0.676 -1.171 1.705 0.01
N 1.465 -0.477 -0.483 0.26
H -1.121 2.338 -2.615 0.11
H -2.406 1.439 -1.514 0.07
H -1.517 -0.430 -0.007 0.18
H -0.913 1.189 0.838 0.17
H 1.498 -0.802 2.321 0.13
H 0.714 -2.254 1.627 0.12
H -0.229 -0.983 2.256 0.10
H 1.412 -0.215 -1.449 0.14
H 2.277 -1.068 -0.224 0.18
```

Results
**M**: 85.13 g/mol
**SMILES**: C=NCC(C)=[NH2+]
**Gap between HOMO and LUMO**: 9.65 eV
**Net charge**: +1
**Highest occupied orbital energy**: -14.12 eV



Going by the computed energies, the most stable comes first: ii, i.



i.
DFT (ωB97M-V/def2-TZVPD) results for C7H13N in the gas phase.

```
21
Properties=species:S:1:pos:R:3:lowdin_charge:R:1
C -1.936 -0.718 -0.240 -0.09
C -0.451 -0.669 -0.552 -0.33
C -0.114 0.181 -1.762 -0.10
C 0.652 -0.508 0.914 -0.30
C 2.097 -0.921 0.733 -0.08
C 0.461 0.842 1.435 -0.11
C -0.344 1.689 0.819 -0.20
N -1.056 2.598 0.419 0.15
H -2.136 -1.335 0.637 0.08
H -2.335 0.277 -0.054 0.06
H -2.490 -1.147 -1.080 0.08
H -0.126 -1.689 -0.777 0.11
H -0.489 1.197 -1.655 0.05
H -0.597 -0.235 -2.650 0.08
H 0.958 0.214 -1.952 0.08
H 0.087 -1.244 1.482 0.11
H 2.709 -0.099 0.364 0.08
H 2.181 -1.737 0.012 0.07
H 2.511 -1.289 1.672 0.08
H 1.061 1.188 2.271 0.11
H -0.643 3.407 -0.036 0.08
```

Results
**M**: 111.19 g/mol
**SMILES**: CC(C)[C@@H](C)C=C=N
**Gap between HOMO and LUMO**: 9.31 eV
**Highest occupied orbital energy**: -8.38 eV



ii.
DFT (ωB97M-V/def2-TZVPD) results for 2 unconnected molecules or ions with the total composition C7H13N.

```
21
Properties=species:S:1:pos:R:3:lowdin_charge:R:1
C 1.516 0.277 -0.231 -0.29
C 0.863 -0.939 -0.920 -0.22
C 0.080 -1.945 -0.055 -0.20
C -1.674 2.229 1.502 0.06
C -1.838 0.957 1.061 -0.26
C -1.402 -0.262 1.267 -0.05
C -1.343 -1.520 0.432 -0.22
N 2.285 1.010 -1.277 -0.03
H 2.301 0.033 0.492 0.11
H 0.694 0.911 0.157 0.06
H 0.157 -0.494 -1.640 0.10
H 1.719 -1.425 -1.402 0.11
H 0.674 -1.988 0.867 0.11
H 0.101 -2.929 -0.520 0.11
H -1.038 2.405 2.371 0.08
H -2.121 3.142 1.157 0.05
H -1.334 1.335 -0.648 0.17
H -2.014 -1.400 -0.456 0.12
H -1.659 -2.348 1.068 0.09
H 1.837 0.956 -2.188 0.05
H 2.197 1.993 -1.037 0.05
```

Results
**M**: 111.19 g/mol
**Gap between HOMO and LUMO**: 5.44 eV
**Highest occupied orbital energy**: -7.29 eV



Going by the computed energies, the most stable comes first: i, ii.